No. 1
ClH3N2 | wB97M-V/def2-TZVPD

Summary:
total charge: 0
largest force on an atom: 0.1115 hartree/bohr
frontier orbital gap: 9.920 eV
structure (SMILES): NNCl
LUMO energy: 0.660 eV
relative energy (zero: lowest compared OMol25 entry of this formula, charge and spin): 51.1 kJ/mol
electronic energy: -571.40628 hartree

Last column: natural (NBO) charge in e.
Geometry (Å):
1 H 0.92 -0.17 -0.11  0.352
2 Cl -1.73 1.66 1.27  0.005
3 N -0.85 0.19 0.68  -0.397
4 H -0.15 0.27 -1.31  0.366
5 H -0.21 0.17 1.51  0.351
6 N 0.21 0.39 -0.36  -0.676

=====

No. 2
C3H4INOS | wB97M-V/def2-TZVPD

Summary:
total charge: 0
largest force on an atom: 0.0856 hartree/bohr
frontier orbital gap (alpha / beta): 7.337 / 6.991 eV
LUMO energy (alpha / beta): -1.383 / -1.519 eV
relative energy (zero: lowest compared OMol25 entry of this formula, charge and spin): 210.3 kJ/mol
electronic energy: -942.50443 hartree

Last column: natural (NBO) charge in e.
Geometry (Å):
1 C 1.31 -0.89 -0.09  -0.698
2 O -0.85 -1.90 0.31  -0.503
3 H 1.74 -1.86 0.13  0.237
4 H -1.30 2.35 0.16  0.453
5 H 1.84 -0.11 0.49  0.261
6 S 0.83 2.18 0.10  -0.041
7 C -1.00 0.29 0.02  0.027
8 C -0.23 -0.90 -0.02  0.448
9 N -0.66 1.56 -0.01  -0.585
10 H 1.42 -0.73 -1.10  0.230
11 I -3.09 0.02 0.00  0.171

=====

No. 3
C2HNS3 | wB97M-V/def2-TZVPD

Summary:
total charge: 0
largest force on an atom: 0.0612 hartree/bohr
frontier orbital gap (alpha / beta): 7.363 / 7.362 eV
LUMO energy (alpha / beta): -1.741 / -1.741 eV
relative energy (zero: lowest compared OMol25 entry of this formula, charge and spin): 50.3 kJ/mol
electronic energy: -1326.06012 hartree

Last column: natural (NBO) charge in e.
Geometry (Å):
1 N -2.60 2.46 -0.52  -0.193
2 S 0.45 -0.79 -0.91  -0.151
3 S -1.58 -1.28 -0.43  0.206
4 C -2.55 1.35 -0.30  0.178
5 C -2.77 0.01 -0.06  -0.417
6 S -4.17 -0.62 0.33  0.205
7 H 0.79 -2.07 -1.37  0.172

=====

No. 4
C34H52N5O2Zr | wB97M-V/def2-TZVPD

Summary:
total charge: +3
largest force on an atom: 0.0583 hartree/bohr
frontier orbital gap (alpha / beta): 4.727 / 4.729 eV
LUMO energy (alpha / beta): -12.185 / -12.184 eV
electronic energy: -1797.12851 hartree

Last column: natural (NBO) charge in e.
Geometry (Å):
1 H -2.41 -5.25 -2.82  0.242
2 C 0.86 -2.91 3.22  -0.062
3 H -0.23 2.90 3.83  0.193
4 H -3.55 4.09 2.51  0.227
5 H -2.60 -3.50 -2.66  0.211
6 C -1.62 -4.60 -0.34  -0.601
7 C -0.34 1.35 -0.07  0.273
8 H -2.80 4.40 4.08  0.250
9 H 0.77 4.07 2.93  0.220
10 C -0.81 2.03 1.20  0.506
11 H -0.79 5.62 -2.20  0.216
12 H 0.70 0.05 -5.19  0.215
13 H -0.50 5.97 1.50  0.223
14 H 2.33 0.24 -5.81  0.247
15 C 1.21 -0.46 -2.01  -0.166
16 H -0.24 0.00 4.71  0.228
17 C -1.87 -4.30 -2.80  -0.600
18 H 4.30 -0.85 -4.61  0.243
19 C 2.21 -1.19 -4.21  -0.094
20 N 0.60 -1.37 3.26  -0.672
21 C 0.90 -3.01 5.59  -0.088
22 H -1.28 6.27 3.04  0.256
23 H 0.71 -3.38 -3.56  0.243
24 H -0.10 -3.41 3.21  0.218
25 H 3.47 -2.86 3.45  0.222
26 H -1.79 4.88 -0.15  0.263
27 C -3.26 4.35 -2.32  -0.608
28 H 1.39 -3.11 2.30  0.229
29 C -2.70 3.84 3.15  -0.601
30 H 0.11 4.45 -3.19  0.221
31 C -0.67 1.92 -1.32  -0.375
32 H 4.03 -1.95 -3.26  0.221
33 H 1.91 0.98 -4.28  0.194
34 Zr -0.74 -0.70 1.83  2.560
35 N 1.62 -3.32 4.35  -0.417
36 H 1.68 0.52 -2.11  0.238
37 H -2.76 2.78 3.40  0.195
38 C 2.00 -0.68 3.34  -0.061
39 C 1.34 -1.43 -2.98  0.028
40 H 2.48 -3.29 -4.78  0.217
41 C -1.37 4.20 2.47  -0.068
42 H 2.76 -2.13 -6.06  0.247
43 C 0.50 -0.77 -0.86  0.037
44 H 0.65 -5.41 -2.83  0.219
45 C -1.36 5.69 2.12  -0.619
46 H -0.45 1.39 -2.23  0.275
47 H 1.84 0.39 3.43  0.219
48 H -3.24 5.16 -1.59  0.213
49 H 1.11 -2.49 -5.59  0.218
50 C -0.10 -2.04 -0.64  0.325
51 H -2.18 -5.53 -0.46  0.246
52 C -1.88 3.73 -2.59  -0.136
53 C 0.65 -2.64 -2.77  -0.034
54 C 2.92 -2.62 4.36  -0.087
55 C -1.22 3.37 1.19  -0.106
56 N 2.72 -1.17 4.46  -0.414
57 H 1.85 0.20 5.81  0.219
58 H 1.48 -3.35 6.44  0.247
59 H -3.99 3.60 -1.99  0.222
60 H -1.00 2.39 -4.08  0.214
61 C 1.99 -0.87 5.71  -0.088
62 H -2.48 3.19 -4.58  0.256
63 H -2.57 1.84 -3.45  0.217
64 C -1.98 2.72 -3.73  -0.615
65 C -0.10 -1.08 4.63  -0.098
66 H 3.50 -2.96 5.21  0.245
67 C 0.16 -5.46 -1.85  -0.603
68 H -3.64 4.78 -3.25  0.256
69 H 2.52 -0.91 2.42  0.224
70 H -0.06 -3.52 5.60  0.222
71 O -0.71 -2.14 0.59  -0.791
72 C -0.85 -4.33 -1.64  -0.074
73 H -1.39 -4.17 -3.77  0.218
74 N 0.68 -1.55 5.71  -0.408
75 C -0.19 3.91 3.42  -0.606
76 H -2.28 6.01 1.62  0.222
77 C -0.88 4.85 -2.98  -0.591
78 C 2.12 -2.35 -5.21  -0.617
79 C 1.75 0.10 -4.90  -0.601
80 H -0.36 -6.42 -1.80  0.242
81 C -1.33 3.10 -1.33  0.276
82 H -0.95 -4.73 0.52  0.200
83 H 0.94 -5.46 -1.08  0.212
84 C -1.46 3.85 -0.07  -0.001
85 H -1.07 -1.58 4.63  0.215
86 H 3.79 -0.20 -3.06  0.200
87 H -0.25 4.60 4.26  0.253
88 H 2.57 -1.23 6.55  0.247
89 O -0.87 1.23 2.22  -0.752
90 N 0.19 0.15 0.16  -0.557
91 H -2.35 -3.82 -0.12  0.197
92 C -0.11 -2.98 -1.64  -0.051
93 H -1.25 5.34 -3.88  0.256
94 C 3.67 -1.04 -3.75  -0.596

=====

Please write out number 1 again, unchanged.
ClH3N2 | wB97M-V/def2-TZVPD

Summary:
total charge: 0
largest force on an atom: 0.1115 hartree/bohr
frontier orbital gap: 9.920 eV
structure (SMILES): NNCl
LUMO energy: 0.660 eV
relative energy (zero: lowest compared OMol25 entry of this formula, charge and spin): 51.1 kJ/mol
electronic energy: -571.40628 hartree

Last column: natural (NBO) charge in e.
Geometry (Å):
1 H 0.92 -0.17 -0.11  0.352
2 Cl -1.73 1.66 1.27  0.005
3 N -0.85 0.19 0.68  -0.397
4 H -0.15 0.27 -1.31  0.366
5 H -0.21 0.17 1.51  0.351
6 N 0.21 0.39 -0.36  -0.676